# 1
{"formula": "C22H16N2O3S2", "method": "ωB97M-V/def2-TZVPD", "smiles": "O=C(/C=C/c1cccnc1)Nc1ccc(S(=O)(=O)c2cccc3ccsc23)cc1", "relative_energy_kj_mol": 296.53, "multiplicity": 1, "homo_energy_ev": -8.656, "lumo_ev": -0.8, "orbital_gap_ev": 7.9, "elements": ["O", "C", "C", "C", "C", "C", "C", "C", "N", "C", "N", "C", "C", "C", "C", "S", "O", "O", "C", "C", "C", "C", "C", "C", "C", "S", "C", "C", "C", "H", "H", "H", "H", "H", "H", "H", "H", "H", "H", "H", "H", "H", "H", "H", "H"], "coordinates": [[0.123, -2.173, -1.948], [1.018, -1.962, -1.204], [1.824, -3.093, -0.916], [3.122, -3.100, -0.360], [3.823, -4.333, 0.123], [3.453, -5.674, -0.145], [4.317, -6.655, 0.249], [5.578, -6.354, 0.808], [5.988, -5.098, 1.097], [5.031, -4.168, 0.912], [1.427, -0.708, -0.931], [0.677, 0.474, -1.136], [1.182, 1.689, -0.551], [0.513, 2.900, -0.727], [-0.741, 2.912, -1.388], [-1.907, 4.478, -1.385], [-2.624, 4.471, -2.674], [-1.114, 5.687, -1.024], [-2.899, 4.107, 0.115], [-2.375, 4.719, 1.318], [-2.944, 4.393, 2.528], [-4.034, 3.485, 2.624], [-4.378, 2.796, 1.472], [-5.018, 1.520, 1.472], [-5.244, 1.099, 0.207], [-4.664, 2.299, -0.944], [-3.866, 3.143, 0.238], [-1.246, 1.747, -1.933], [-0.468, 0.525, -1.910], [1.368, -4.024, -1.169], [3.477, -2.064, -0.127], [2.435, -5.860, -0.520], [4.029, -7.653, 0.175], [6.218, -7.124, 1.219], [5.288, -3.119, 1.287], [2.175, -0.648, -0.163], [2.103, 1.581, 0.010], [0.819, 3.929, -0.301], [-1.410, 5.224, 1.290], [-2.502, 4.753, 3.367], [-4.519, 3.215, 3.559], [-5.205, 0.977, 2.397], [-5.636, 0.221, -0.219], [-2.273, 1.792, -2.333], [-0.925, -0.326, -2.455]], "atomic_forces_ev_per_a": [[-3.668, -0.508, -1.871], [1.453, 0.722, -1.076], [5.326, -1.661, 2.951], [-3.761, 0.314, -0.100], [1.640, 0.488, 0.669], [-0.692, 1.975, 0.182], [1.387, 0.619, 0.665], [-0.619, 0.789, 0.274], [-2.135, -0.316, 0.430], [0.237, 1.490, -1.582], [2.038, 1.510, 2.971], [0.389, 0.897, -0.028], [-0.750, -0.366, -0.652], [-0.434, 1.480, 0.682], [-0.511, 0.610, 0.333], [1.946, 0.333, -0.629], [0.527, -0.308, 2.413], [-1.316, -2.469, -0.643], [1.889, 1.902, 0.918], [-0.151, -1.550, -1.855], [-2.378, -1.501, -1.579], [1.537, 0.702, -0.348], [0.475, -0.438, 2.369], [-0.978, -0.547, -0.506], [0.641, 1.563, 0.201], [-0.645, -1.998, -2.046], [0.111, 1.527, -0.096], [0.494, -0.407, -0.018], [-2.307, 0.957, -0.445], [-0.366, -0.370, -0.147], [0.460, -1.394, -0.033], [0.759, -0.218, -0.146], [-0.333, -1.594, -0.196], [0.146, -0.246, -0.568], [-0.326, -1.496, -0.680], [-1.705, 0.141, -1.767], [0.026, 0.436, 0.037], [-0.028, -2.028, -0.588], [-0.578, 0.289, -0.181], [0.980, 1.198, 2.519], [0.362, 0.101, -0.014], [-0.204, 0.095, -0.380], [-0.584, -0.972, -0.058], [0.856, -0.380, -0.158], [0.790, 0.626, 0.780]]}

# 2
{"formula": "C22H16N3S", "method": "ωB97M-V/def2-TZVPD", "relative_energy_kj_mol": 0.00, "total_charge": -1, "multiplicity": 1, "homo_energy_ev": -2.463, "lumo_ev": 2.4, "orbital_gap_ev": 4.9, "elements": ["C", "C", "C", "C", "C", "N", "C", "C", "N", "C", "C", "C", "C", "C", "C", "C", "C", "H", "H", "H", "H", "H", "H", "H", "H", "H", "H", "H", "C", "C", "C", "C", "N", "C", "S", "C", "C", "H", "H", "H", "H", "H"], "coordinates": [[2.788, 4.615, 2.176], [1.617, 4.637, 2.913], [0.884, 3.486, 3.084], [1.315, 2.275, 2.527], [0.626, 1.008, 2.686], [1.368, -0.099, 2.451], [0.925, -1.221, 1.934], [1.695, -2.324, 1.845], [2.378, -3.282, 1.786], [-0.772, 0.899, 3.077], [-1.703, 1.904, 2.782], [-3.021, 1.782, 3.155], [-3.449, 0.662, 3.842], [-2.552, -0.346, 4.136], [-1.236, -0.239, 3.750], [2.519, 2.274, 1.812], [3.238, 3.429, 1.627], [3.351, 5.520, 2.022], [1.289, 5.557, 3.368], [-0.002, 3.500, 3.694], [-0.017, -1.203, 1.411], [-1.387, 2.766, 2.223], [-3.726, 2.553, 2.890], [-4.481, 0.571, 4.141], [-2.883, -1.222, 4.667], [-0.545, -1.033, 3.966], [2.878, 1.337, 1.424], [4.153, 3.406, 1.056], [-0.418, -3.571, -7.367], [-0.585, -2.207, -7.218], [-0.582, -1.648, -5.964], [-0.407, -2.443, -4.831], [-0.399, -1.849, -3.599], [-0.249, -2.329, -2.434], [-0.017, -2.910, -1.001], [-0.243, -3.822, -4.999], [-0.250, -4.377, -6.257], [-0.425, -4.005, -8.352], [-0.723, -1.582, -8.085], [-0.712, -0.588, -5.826], [-0.112, -4.437, -4.128], [-0.130, -5.440, -6.381]], "atomic_forces_ev_per_a": [[0.238, 0.457, -0.132], [0.073, 0.099, -0.043], [0.016, -0.211, 0.023], [0.112, -0.370, 0.550], [0.356, -1.374, -0.259], [0.787, 1.221, 0.099], [-1.955, 2.265, 0.200], [3.025, -3.550, -0.254], [-1.200, 1.346, 0.022], [-0.190, 0.163, -0.642], [0.176, -0.180, -0.022], [-0.219, -0.009, 0.089], [-0.552, 0.097, 0.076], [0.147, -0.073, 0.044], [-0.009, 0.177, 0.115], [0.067, -0.087, -0.129], [0.033, 0.073, 0.111], [0.108, 0.251, 0.001], [-0.096, 0.198, 0.083], [-0.160, 0.057, 0.130], [-0.682, -0.398, 0.164], [0.046, 0.162, -0.150], [-0.155, 0.187, -0.017], [-0.193, -0.014, 0.032], [-0.070, -0.212, 0.122], [0.114, -0.149, 0.056], [-0.030, -0.121, -0.147], [0.185, 0.011, -0.081], [-0.025, -0.094, -0.315], [-0.008, -0.137, -0.161], [0.020, 0.193, 0.572], [0.006, -0.619, -1.119], [0.439, -0.895, 5.142], [-0.300, 0.913, -3.562], [-0.124, 0.497, -0.715], [-0.019, 0.291, 0.332], [-0.028, -0.016, -0.183], [0.007, -0.113, -0.204], [-0.013, 0.118, -0.142], [-0.021, 0.216, 0.027], [0.047, -0.191, 0.255], [0.045, -0.180, 0.031]]}

# 3
{"formula": "C22H17BaF5N4O5", "method": "ωB97M-V/def2-TZVPD", "relative_energy_kj_mol": 21.81, "total_charge": -2, "multiplicity": 1, "homo_energy_ev": -1.837, "lumo_ev": 4.4, "orbital_gap_ev": 6.2, "elements": ["Ba", "C", "C", "C", "C", "C", "H", "H", "H", "H", "H", "O", "C", "C", "O", "C", "C", "O", "C", "O", "O", "C", "N", "C", "N", "C", "N", "C", "N", "C", "C", "H", "H", "H", "H", "H", "H", "H", "H", "H", "H", "H", "H", "F", "C", "C", "C", "F", "C", "F", "C", "F", "C", "F"], "coordinates": [[0.333, 0.047, 0.190], [1.456, -2.718, 0.781], [0.661, -2.502, 1.924], [1.384, -1.666, 2.799], [2.617, -1.378, 2.203], [2.669, -2.022, 0.957], [1.191, -3.333, -0.072], [-0.322, -2.918, 2.098], [1.052, -1.312, 3.765], [3.393, -0.759, 2.632], [3.501, -2.007, 0.269], [-4.422, 0.291, -4.525], [-3.558, 0.262, -3.667], [-2.071, 0.282, -3.901], [-1.519, 0.348, -4.994], [-1.451, 0.300, -2.576], [-2.454, 0.290, -1.566], [-2.192, 0.319, -0.326], [-3.782, 0.273, -2.178], [-4.872, 0.332, -1.618], [-0.209, 0.335, -2.323], [-0.768, 3.596, 0.999], [-1.037, 5.038, 0.926], [-1.988, 5.263, -0.162], [-1.492, 4.782, -1.449], [-1.215, 3.346, -1.320], [-0.234, 3.076, -0.261], [0.998, 3.796, -0.579], [0.773, 5.244, -0.693], [0.217, 5.707, 0.580], [-0.233, 5.463, -1.732], [-1.700, 3.071, 1.221], [-0.045, 3.403, 1.793], [-2.187, 6.338, -0.240], [-2.921, 4.745, 0.071], [-0.830, 2.961, -2.265], [-2.139, 2.819, -1.084], [1.385, 3.422, -1.529], [1.728, 3.606, 0.210], [0.036, 6.785, 0.515], [0.947, 5.517, 1.372], [0.158, 5.097, -2.685], [-0.425, 6.539, -1.818], [0.534, 1.814, 3.866], [1.800, 1.968, 3.365], [2.038, 1.774, 2.026], [3.348, 1.982, 1.668], [3.722, 1.837, 0.356], [4.374, 2.316, 2.537], [5.648, 2.498, 2.127], [4.073, 2.471, 3.882], [5.041, 2.796, 4.763], [2.764, 2.298, 4.307], [2.475, 2.462, 5.616]], "atomic_forces_ev_per_a": [[0.563, 0.130, 0.628], [-0.092, -0.274, -0.207], [-0.135, -0.038, -0.061], [-0.260, 0.000, 0.073], [0.208, 0.131, -0.002], [-0.021, 0.026, -0.124], [0.018, -0.010, 0.043], [-0.034, -0.016, 0.030], [-0.032, 0.020, -0.002], [-0.007, 0.008, -0.029], [0.048, 0.014, -0.067], [0.174, -0.094, 0.172], [-0.235, 0.067, -0.237], [0.006, 0.271, -0.283], [-0.064, -0.132, 0.179], [-0.086, -0.177, -0.228], [-0.207, -0.165, -0.054], [-0.024, 0.013, 0.341], [-0.286, 0.243, 0.020], [0.184, -0.121, -0.068], [0.363, 0.015, -0.028], [-0.033, -0.008, 0.118], [0.007, 0.015, 0.074], [-0.100, 0.089, -0.017], [-0.035, -0.016, -0.035], [-0.060, -0.117, -0.098], [-0.027, -0.193, -0.036], [0.148, 0.033, 0.015], [0.069, 0.026, 0.010], [0.046, 0.055, 0.043], [-0.017, 0.097, -0.083], [0.009, -0.011, 0.026], [-0.029, -0.004, -0.016], [-0.006, -0.044, 0.008], [0.005, 0.016, -0.003], [0.012, 0.018, 0.008], [-0.008, 0.025, 0.019], [0.026, 0.000, 0.021], [-0.050, 0.013, -0.079], [0.002, -0.013, 0.002], [-0.023, 0.010, -0.025], [0.002, 0.015, 0.012], [0.025, -0.038, -0.008], [-0.085, -0.017, -0.008], [0.160, -0.045, -0.033], [0.074, 0.253, 0.104], [-0.057, -0.004, 0.155], [0.012, -0.037, -0.136], [-0.123, 0.008, 0.117], [0.009, -0.006, -0.012], [-0.124, -0.040, -0.089], [-0.013, 0.006, -0.001], [0.099, 0.000, -0.162], [0.000, 0.002, 0.013]]}

# 4
{"formula": "C22H17BaF5N4O5", "method": "ωB97M-V/def2-TZVPD", "relative_energy_kj_mol": 29.08, "total_charge": -2, "multiplicity": 1, "homo_energy_ev": -1.677, "lumo_ev": 4.2, "orbital_gap_ev": 5.9, "elements": ["Ba", "C", "C", "C", "C", "C", "H", "H", "H", "H", "H", "O", "C", "C", "O", "C", "C", "O", "C", "O", "O", "C", "N", "C", "N", "C", "N", "C", "N", "C", "C", "H", "H", "H", "H", "H", "H", "H", "H", "H", "H", "H", "H", "F", "C", "C", "C", "F", "C", "F", "C", "F", "C", "F"], "coordinates": [[0.254, 0.308, 1.603], [1.765, 2.905, 0.294], [2.150, 2.792, 1.649], [1.048, 3.189, 2.438], [-0.006, 3.543, 1.577], [0.433, 3.366, 0.255], [2.411, 2.747, -0.561], [3.121, 2.485, 2.016], [1.015, 3.206, 3.521], [-0.988, 3.871, 1.882], [-0.143, 3.581, -0.635], [0.238, -6.421, 1.783], [0.268, -5.208, 1.701], [-0.795, -4.335, 1.086], [-1.822, -4.724, 0.548], [-0.364, -2.949, 1.302], [0.906, -2.932, 1.962], [1.539, -1.859, 2.230], [1.349, -4.304, 2.230], [2.374, -4.664, 2.795], [-0.969, -1.896, 0.925], [2.427, -0.240, -1.515], [2.770, -0.513, -2.917], [1.972, 0.386, -3.757], [0.531, 0.222, -3.555], [0.243, 0.484, -2.139], [0.994, -0.416, -1.251], [0.633, -1.807, -1.592], [0.937, -2.112, -2.996], [2.363, -1.890, -3.218], [0.192, -1.177, -3.835], [2.705, 0.785, -1.270], [2.987, -0.922, -0.871], [2.207, 0.186, -4.806], [2.245, 1.418, -3.525], [-0.825, 0.348, -1.957], [0.509, 1.514, -1.897], [-0.428, -1.957, -1.397], [1.192, -2.484, -0.945], [2.599, -2.106, -4.264], [2.931, -2.572, -2.581], [-0.876, -1.322, -3.661], [0.412, -1.389, -4.886], [-2.521, 1.284, 4.948], [-3.048, 1.601, 3.723], [-2.364, 1.293, 2.576], [-3.006, 1.667, 1.424], [-2.408, 1.418, 0.206], [-4.228, 2.314, 1.368], [-4.812, 2.672, 0.203], [-4.868, 2.605, 2.558], [-6.063, 3.234, 2.554], [-4.274, 2.243, 3.754], [-4.912, 2.532, 4.913]], "atomic_forces_ev_per_a": [[-0.244, 0.560, -0.264], [0.119, -0.086, 0.083], [-0.081, 0.070, -0.035], [0.173, -0.044, 0.133], [-0.030, -0.042, 0.052], [0.037, -0.063, -0.045], [-0.028, -0.004, 0.014], [0.036, 0.004, -0.006], [0.000, 0.028, -0.025], [-0.008, -0.017, 0.002], [-0.019, -0.041, 0.002], [0.060, 0.011, -0.073], [-0.078, -0.081, 0.093], [-0.115, 0.050, 0.149], [0.051, -0.028, -0.087], [0.044, 0.090, -0.199], [0.081, -0.121, -0.144], [0.014, -0.006, 0.080], [-0.016, 0.109, 0.147], [0.028, -0.032, -0.072], [-0.006, -0.213, 0.133], [0.001, 0.001, 0.005], [-0.003, -0.003, -0.010], [0.003, 0.007, 0.014], [0.012, 0.012, -0.011], [0.028, 0.010, -0.002], [-0.044, -0.045, 0.027], [-0.008, -0.009, 0.016], [0.008, -0.018, 0.005], [0.002, 0.018, -0.003], [-0.005, 0.009, -0.004], [0.007, -0.018, -0.015], [-0.007, -0.006, 0.005], [-0.002, -0.001, -0.004], [-0.001, -0.002, -0.001], [-0.001, -0.011, 0.007], [-0.001, 0.003, -0.011], [0.006, 0.004, 0.000], [0.000, -0.001, 0.005], [0.001, 0.003, 0.000], [-0.003, -0.003, 0.001], [-0.001, -0.003, 0.000], [-0.002, 0.005, -0.002], [-0.014, 0.014, 0.023], [0.058, -0.011, -0.112], [-0.061, -0.071, 0.026], [-0.006, 0.012, 0.131], [0.012, -0.039, -0.007], [0.023, 0.000, -0.106], [-0.003, -0.004, 0.016], [-0.006, -0.005, 0.042], [0.001, -0.003, -0.003], [-0.012, 0.008, 0.052], [-0.002, 0.006, -0.021]]}

# 5
{"formula": "C22H17BrGaN3O10Te", "method": "ωB97M-V/def2-TZVPD", "relative_energy_kj_mol": 68.63, "multiplicity": 1, "homo_energy_ev": -8.985, "lumo_ev": -0.5, "orbital_gap_ev": 8.5, "elements": ["Ga", "O", "C", "O", "C", "C", "C", "C", "C", "C", "O", "N", "O", "O", "N", "O", "O", "H", "H", "O", "C", "C", "C", "N", "C", "Br", "C", "H", "H", "H", "H", "C", "Te", "C", "C", "C", "C", "C", "C", "C", "H", "H", "H", "H", "H", "H", "H", "H", "C", "C", "O", "O", "H", "H", "H"], "coordinates": [[-0.219, -0.657, 1.408], [-0.575, 2.652, 3.621], [-0.772, 1.876, 2.716], [-0.188, 0.697, 2.671], [-1.725, 2.247, 1.602], [-2.300, 3.499, 1.689], [-3.203, 3.931, 0.733], [-3.589, 3.105, -0.301], [-3.049, 1.841, -0.385], [-2.052, 1.386, 0.522], [-1.469, 0.250, 0.306], [-3.550, 0.986, -1.470], [-4.032, 1.544, -2.443], [-3.477, -0.223, -1.352], [-3.767, 5.279, 0.819], [-3.392, 5.993, 1.731], [-4.567, 5.616, -0.038], [-2.032, 4.138, 2.518], [-4.317, 3.430, -1.027], [-3.141, -5.567, -0.932], [-2.451, -4.496, -0.515], [-1.367, -3.967, -1.216], [-0.723, -2.869, -0.700], [-1.096, -2.294, 0.444], [-2.140, -2.804, 1.098], [-2.583, -1.898, 2.684], [-2.852, -3.894, 0.671], [-2.783, -5.904, -1.759], [-1.043, -4.403, -2.153], [0.121, -2.421, -1.208], [-3.688, -4.281, 1.235], [2.366, 1.860, -0.455], [2.286, -0.074, 0.482], [2.637, -0.706, -1.552], [3.478, 0.402, -2.135], [4.352, 0.190, -3.192], [5.091, 1.248, -3.705], [4.957, 2.517, -3.162], [4.083, 2.733, -2.105], [3.340, 1.679, -1.590], [2.683, 2.606, 0.269], [1.370, 2.122, -0.812], [1.679, -0.785, -2.067], [3.133, -1.673, -1.569], [4.463, -0.803, -3.612], [5.779, 1.076, -4.523], [5.542, 3.340, -3.551], [3.982, 3.724, -1.676], [2.041, -3.345, 3.820], [0.883, -3.038, 2.904], [-0.011, -3.838, 2.695], [0.949, -1.821, 2.389], [2.140, -4.418, 3.953], [1.834, -2.880, 4.786], [2.963, -2.911, 3.436]], "atomic_forces_ev_per_a": [[0.019, -0.253, 0.024], [0.015, 0.002, -0.059], [-0.024, -0.024, -0.015], [0.131, -0.014, 0.209], [-0.013, -0.076, -0.028], [-0.091, 0.160, 0.028], [0.068, -0.069, 0.050], [-0.182, -0.015, -0.086], [0.068, 0.057, 0.162], [-0.043, 0.126, -0.068], [0.153, -0.137, -0.178], [0.057, -0.078, -0.306], [0.115, -0.051, 0.238], [-0.038, 0.161, 0.123], [-0.036, 0.250, -0.016], [-0.076, -0.190, -0.153], [0.136, -0.126, 0.165], [0.029, -0.004, -0.001], [-0.010, 0.032, -0.032], [-0.076, 0.008, 0.114], [0.097, 0.105, -0.037], [-0.021, -0.097, -0.094], [-0.064, 0.044, 0.125], [-0.048, -0.085, 0.146], [0.169, 0.084, -0.132], [-0.159, -0.050, -0.002], [-0.128, -0.062, 0.074], [0.045, -0.027, -0.101], [0.012, 0.027, 0.041], [0.003, -0.017, -0.010], [0.019, 0.013, -0.025], [-0.119, -0.030, 0.085], [0.278, 0.282, -0.470], [-0.090, -0.024, 0.098], [0.007, 0.039, 0.018], [0.003, 0.010, -0.019], [0.004, -0.042, -0.006], [-0.004, 0.038, 0.033], [-0.009, -0.001, -0.024], [0.023, -0.051, -0.006], [0.031, -0.014, 0.019], [-0.038, -0.024, 0.029], [-0.021, -0.011, 0.029], [0.033, 0.007, 0.024], [-0.005, 0.033, 0.023], [-0.016, 0.012, 0.021], [-0.020, -0.029, 0.001], [0.008, -0.037, -0.015], [-0.013, 0.025, -0.024], [-0.189, 0.114, -0.119], [0.138, 0.161, -0.038], [-0.159, -0.131, 0.170], [-0.009, 0.001, 0.018], [0.029, -0.015, -0.013], [0.010, -0.006, 0.013]]}

> Number 4 is which compound?

C22H17BaF5N4O5